Below is an isolated ion of composition C6H8NO and charge +1, with properties calculated with the ωB97M-V functional and the def2-TZVPD basis.

```
! wB97M-V def2-TZVPD RIJCOSX def2/J DEFGRID3
* xyz 1 1
C -3.032 -0.499 0.736
C -2.498 -0.491 -0.451
C -0.103 -0.843 -0.292
C 0.385 0.208 0.471
C 1.746 -0.014 0.920
C 1.063 -1.692 -0.713
N 2.184 -1.183 0.143
O -1.284 -0.990 -0.872
H -3.976 0.085 0.725
H -2.980 0.041 -1.272
H -2.479 -0.869 1.609
H -0.202 0.988 0.801
H 2.489 0.708 0.862
H 1.591 -0.359 2.016
H 3.068 -1.043 -0.325
H 2.233 -2.102 0.762
*
```

Output
**LUMO**: -0.2174 hartree
**HOMO-LUMO gap**: 7.56 eV
**E_tot**: -362.95847 hartree

Below is a 3-piece molecular cluster, C5H13NO2 overall, with properties calculated with the ωB97M-V functional and the def2-TZVPD basis.

```
! wB97M-V def2-TZVPD RIJCOSX def2/J DEFGRID3
* xyz 0 1
C 0.994 0.895 -0.813
C -0.055 -0.630 0.495
C -0.065 0.597 1.131
C 2.220 0.052 -1.066
C -1.234 -1.154 -0.236
N 0.211 1.121 -1.945
O -1.007 -0.311 2.707
O -2.430 -0.262 2.379
H -2.808 -0.745 3.125
H 1.243 1.841 -0.342
H 0.720 -1.334 0.774
H -0.030 0.300 -2.482
H -0.582 1.732 -1.817
H -0.869 1.297 0.939
H 0.762 0.898 1.759
H 2.766 -0.127 -0.141
H 2.887 0.569 -1.765
H 1.959 -0.912 -1.506
H -0.998 -2.034 -0.835
H -1.685 -0.388 -0.872
H -1.999 -1.404 0.511
*
```

Output
**LUMO (alpha / beta)**: 0.0271 / 0.0271 hartree
**HOMO-LUMO gap (alpha / beta)**: 7.66 / 7.66 eV
**E_tot**: -403.29444 hartree